## a
Entry from the Open Molecules 2025 dataset: a single C11H16N4O3 molecule (ωB97M-V/def2-TZVPD).

XYZ file:
```
34
C11H16N4O3 | the Open Molecules 2025 dataset | ωB97M-V/def2-TZVPD
O -1.510 -1.976 -0.513
C -0.974 -1.268 -1.313
O -0.849 -1.625 -2.552
C -0.366 0.044 -0.887
C 1.095 -0.163 -0.376
C 1.968 -0.945 -1.347
C 2.602 -0.434 -2.489
N 3.135 -1.561 -3.095
C 2.924 -2.632 -2.266
N 2.220 -2.302 -1.198
N -1.219 0.589 0.128
C -1.040 1.853 0.596
O -0.271 2.674 0.094
C -1.836 2.185 1.901
C -0.830 2.647 2.991
C -0.343 1.315 3.618
C -1.494 0.282 3.375
N -2.439 0.952 2.419
H -1.135 -2.555 -2.664
H -0.323 0.801 -1.693
H 1.072 -0.587 0.642
H 1.451 0.871 -0.293
H 2.641 0.513 -2.966
H 3.601 -1.598 -3.961
H 3.310 -3.613 -2.539
H -1.737 -0.071 0.708
H -2.611 2.931 1.707
H -1.294 3.392 3.677
H 0.026 3.186 2.645
H -0.085 1.424 4.664
H 0.556 0.945 3.084
H -1.184 -0.663 2.996
H -2.022 0.203 4.349
H -3.338 1.189 2.820
```

Summary:
gap between HOMO and LUMO = 9.346 eV
structure (SMILES) = O=C(O)[C@H](Cc1c[nH]cn1)NC(=O)[C@@H]1CCCN1

***

## b
Entry from the Open Molecules 2025 dataset: a single C11H16N4O3 molecule (ωB97M-V/def2-TZVPD).

XYZ file:
```
34
C11H16N4O3 | the Open Molecules 2025 dataset | ωB97M-V/def2-TZVPD
O -2.565 -2.852 0.328
C -1.803 -2.117 -0.240
O -1.438 -2.307 -1.504
C -1.297 -0.831 0.436
C -2.478 0.113 0.625
C -2.103 1.400 1.306
C -2.462 1.877 2.539
N -1.838 3.089 2.668
C -1.120 3.296 1.535
N -1.254 2.304 0.682
N -0.240 -0.190 -0.345
C 1.059 -0.635 -0.173
O 1.304 -1.721 0.346
C 2.140 0.296 -0.714
C 2.165 0.288 -2.265
C 3.208 -0.788 -2.574
C 4.232 -0.535 -1.476
N 3.476 -0.147 -0.282
H -0.813 -1.559 -1.768
H -0.875 -1.136 1.384
H -2.888 0.340 -0.347
H -3.249 -0.447 1.205
H -3.127 1.447 3.274
H -1.902 3.706 3.460
H -0.513 4.188 1.360
H -0.378 0.820 -0.449
H 1.900 1.297 -0.330
H 1.194 0.100 -2.719
H 2.515 1.249 -2.688
H 3.603 -0.725 -3.599
H 2.751 -1.776 -2.467
H 4.855 -1.373 -1.261
H 4.926 0.307 -1.766
H 3.327 -0.966 0.300
```

Summary:
gap between HOMO and LUMO = 9.510 eV
structure (SMILES) = O=C(O)[C@H](Cc1c[nH]cn1)NC(=O)[C@@H]1CCCN1

***

## c
Entry from the Open Molecules 2025 dataset: a single C11H16N4O3 molecule (ωB97M-V/def2-TZVPD).

XYZ file:
```
34
C11H16N4O3 | the Open Molecules 2025 dataset | ωB97M-V/def2-TZVPD
N -1.377 -0.578 2.287
C -0.784 -0.359 1.013
C -1.450 0.768 0.168
C -2.904 0.534 -0.239
C -3.907 1.453 -0.248
N -5.053 0.798 -0.638
C -4.692 -0.518 -0.720
N -3.400 -0.717 -0.522
C 0.682 0.071 1.243
O 0.968 0.934 2.068
N 1.679 -0.424 0.398
C 1.535 -1.591 -0.429
C 3.010 -2.007 -0.692
C 3.742 -0.655 -0.773
C 2.975 0.231 0.282
C 2.922 1.657 -0.275
O 3.548 2.570 0.139
O 1.948 1.690 -1.243
H -2.368 -0.839 2.223
H -1.290 0.259 2.870
H -0.835 -1.238 0.375
H -1.447 1.675 0.717
H -0.820 0.934 -0.700
H -3.907 2.575 -0.247
H -5.998 1.181 -0.781
H -5.408 -1.325 -0.815
H 1.026 -1.383 -1.378
H 0.984 -2.398 0.066
H 3.152 -2.606 -1.610
H 3.488 -2.600 0.112
H 4.794 -0.705 -0.434
H 3.656 -0.266 -1.868
H 3.473 0.264 1.280
H 2.059 2.614 -1.628
```

Summary:
gap between HOMO and LUMO = 9.383 eV
structure (SMILES) = N[C@@H](Cc1c[nH]cn1)C(=O)N1CCC[C@H]1C(=O)O

***

Stability ranking, top and bottom: b is the most stable and c is the least stable.

***

## a
Entry from the Open Molecules 2025 dataset: a gas-phase ion, C7H12 (charge +1) (ωB97M-V/def2-TZVPD).

XYZ file:
```
19
C7H12 | the Open Molecules 2025 dataset | ωB97M-V/def2-TZVPD
C -0.210 -0.406 -1.961
C 0.658 -0.828 -0.758
C 0.003 -0.666 0.610
C -0.009 0.706 1.195
C -0.252 1.861 0.503
C 0.250 2.877 -0.095
C -0.389 -1.807 1.482
H -1.262 -0.267 -1.696
H -0.136 -1.083 -2.808
H 0.045 0.597 -2.305
H 1.074 -1.821 -0.868
H 1.522 -0.169 -0.743
H 0.208 0.746 2.262
H -0.997 -0.053 0.378
H -0.345 3.764 -0.279
H 1.311 2.858 -0.324
H 0.044 -1.621 2.477
H -0.060 -2.805 1.215
H -1.454 -1.881 1.716
```

Summary:
gap between HOMO and LUMO (spin up / spin down) = 9.704 / 8.245 eV
2S+1 = 2
total charge = +1

***

## b
Entry from the Open Molecules 2025 dataset: a gas-phase ion, C7H12 (charge +1) (ωB97M-V/def2-TZVPD).

XYZ file:
```
19
C7H12 | the Open Molecules 2025 dataset | ωB97M-V/def2-TZVPD
C 1.941 1.017 -0.327
C 1.622 0.122 0.851
C 0.079 0.111 1.317
C -0.801 -0.004 0.090
C -1.721 1.002 0.049
C -1.650 -1.587 -1.645
C -0.882 -1.333 -0.537
H 1.813 2.004 0.125
H 2.980 0.965 -0.619
H 1.286 0.765 -1.195
H 2.267 0.285 1.737
H 1.850 -0.937 0.523
H -0.068 -0.752 2.022
H -0.135 1.094 1.710
H -1.405 2.018 0.146
H -2.805 0.977 -0.119
H -1.522 -1.085 -2.609
H -2.291 -2.509 -1.632
H -0.559 -2.153 0.115
```

Summary:
gap between HOMO and LUMO (spin up / spin down) = 8.520 / 7.399 eV
2S+1 = 2
total charge = +1

***

Stability ranking, top and bottom: b is the most stable and a is the least stable.

***

## a
Entry from the Open Molecules 2025 dataset: a single C4H11BN2 molecule (ωB97M-V/def2-TZVPD).

XYZ file:
```
18
C4H11BN2 | the Open Molecules 2025 dataset | ωB97M-V/def2-TZVPD
C 0.969 2.059 -0.182
B 0.628 0.516 -0.323
N 1.109 -0.501 -1.174
C 0.607 -1.773 -0.749
C -0.756 -1.404 -0.278
N -0.553 0.075 0.263
C -1.302 0.488 1.444
H 1.961 2.151 0.023
H 0.374 2.419 0.588
H 0.663 2.501 -1.089
H 1.784 -0.494 -1.893
H 1.380 -2.085 0.072
H 0.487 -2.547 -1.468
H -1.562 -1.296 -1.031
H -1.111 -1.922 0.636
H -0.908 1.430 1.767
H -2.340 0.600 1.048
H -1.433 -0.219 2.345
```

Summary:
gap between HOMO and LUMO = 8.896 eV
structure (SMILES) = CB1NCCN1C

***

## b
Entry from the Open Molecules 2025 dataset: a single C4H11BN2 molecule (ωB97M-V/def2-TZVPD).

XYZ file:
```
18
C4H11BN2 | the Open Molecules 2025 dataset | ωB97M-V/def2-TZVPD
B 0.883 -0.212 -0.199
C -0.579 -1.267 1.499
C -1.719 -0.526 0.897
C 2.217 0.562 -0.539
C -0.961 1.135 -1.543
N 0.749 -0.894 1.011
N -0.281 0.234 -0.721
H -0.676 -1.204 2.607
H -0.761 -2.325 1.169
H -2.302 -1.065 0.177
H -1.978 0.407 1.343
H 3.153 0.022 -0.706
H 2.385 1.059 0.471
H 1.938 1.178 -1.445
H -1.655 1.740 -0.897
H -0.338 2.027 -1.853
H -1.559 0.719 -2.432
H 1.486 -1.592 1.159
```

Summary:
gap between HOMO and LUMO (spin up / spin down) = 8.286 / 8.236 eV

***

## c
Entry from the Open Molecules 2025 dataset: a molecular structure, C4H11BN2 (ωB97M-V/def2-TZVPD).

XYZ file:
```
18
C4H11BN2 | the Open Molecules 2025 dataset | ωB97M-V/def2-TZVPD
B 0.475 -0.695 -0.001
C -1.976 -0.571 0.044
C -1.565 0.877 -0.061
C 1.875 -1.458 -0.017
C 0.991 1.904 0.035
N -0.764 -1.372 0.007
N 0.285 0.681 -0.031
H -2.526 -0.759 0.980
H -2.635 -0.841 -0.794
H -1.745 1.355 -1.012
H -1.756 1.515 0.789
H 1.978 -2.024 -0.941
H 1.957 -2.168 0.802
H 2.722 -0.782 0.051
H 2.059 1.685 0.030
H 0.767 2.556 -0.821
H 0.761 2.463 0.955
H -0.901 -2.367 -0.016
```

Summary:
gap between HOMO and LUMO = 8.808 eV

***

Stability ranking, top and bottom: c is the most stable and b is the least stable.

***

## a
Entry from the Open Molecules 2025 dataset: a molecular structure, C5H10N3S (ωB97M-V/def2-TZVPD).

XYZ file:
```
19
C5H10N3S | the Open Molecules 2025 dataset | ωB97M-V/def2-TZVPD
C 2.451 1.096 -0.050
C 2.866 -1.239 0.023
C 1.335 0.333 0.003
C -1.017 -0.243 -0.469
C -0.089 0.795 0.191
N 1.527 -0.994 -0.005
N -0.299 2.141 -0.234
N -0.789 -1.643 -0.102
S 3.862 0.120 -0.043
H 2.567 2.133 0.162
H 3.313 -2.205 -0.282
H -2.012 0.120 -0.473
H -0.685 -0.234 -1.559
H -0.163 0.666 1.738
H 0.286 2.799 0.080
H -1.270 2.520 -0.113
H -1.450 -2.136 -0.707
H -0.874 -1.863 0.877
H 0.563 -1.630 -0.171
```

Summary:
gap between HOMO and LUMO = 9.068 eV
total charge = +1

***

## b
Entry from the Open Molecules 2025 dataset: a gas-phase ion, C5H10N3S (charge +1) (ωB97M-V/def2-TZVPD).

XYZ file:
```
19
C5H10N3S | the Open Molecules 2025 dataset | ωB97M-V/def2-TZVPD
C -0.098 -1.301 0.996
C -1.734 -0.093 0.038
C 1.084 -2.153 1.197
C -0.145 3.049 -0.025
C 0.031 -1.255 -1.478
N -1.588 1.238 0.112
N -0.424 1.681 -0.072
N -0.588 -0.956 -0.135
S -3.117 -0.803 0.626
H 0.578 -3.111 1.235
H 1.509 -1.782 2.100
H 1.838 -2.054 0.413
H 0.004 3.494 -0.976
H -0.921 3.544 0.525
H 0.766 3.213 0.578
H 0.954 -1.750 -1.181
H 0.257 -0.296 -1.976
H -0.633 -1.917 -2.085
H -2.364 1.971 0.231
```

Summary:
gap between HOMO and LUMO (spin up / spin down) = 8.012 / 5.249 eV
total charge = +1

***

Stability ranking, top and bottom: a is the most stable and b is the least stable.

***

## a
Entry from the Open Molecules 2025 dataset: 2 unconnected molecules or ions with the total composition C3H5N3O3 (ωB97M-V/def2-TZVPD).

XYZ file:
```
14
C3H5N3O3 | the Open Molecules 2025 dataset | ωB97M-V/def2-TZVPD
N -1.279 -1.165 1.188
C -1.000 -0.669 -0.076
O -1.802 -0.715 -0.992
C 0.667 -0.962 -0.495
O 1.103 -1.101 -1.612
O 1.426 -1.175 0.612
H -2.158 -1.654 1.287
H -0.507 -1.255 1.836
H 2.325 -1.363 0.274
N -0.775 1.516 0.096
C 0.330 1.825 -0.294
N 1.468 2.145 -0.305
H -1.540 1.693 -0.565
H 1.743 2.879 -0.953
```

Summary:
gap between HOMO and LUMO = 10.207 eV
structure (SMILES) = NC(=O)C(=O)O.N=C=N

***

## b
Entry from the Open Molecules 2025 dataset: a molecular structure, C3H5N3O3 (ωB97M-V/def2-TZVPD).

XYZ file:
```
14
C3H5N3O3 | the Open Molecules 2025 dataset | ωB97M-V/def2-TZVPD
C -1.949 1.257 0.378
C -1.548 0.022 0.536
C 0.538 -0.715 -0.509
N -3.186 1.571 -0.043
N -3.249 -0.669 -0.147
N -0.482 -0.773 0.513
O -3.770 -1.740 -0.015
O -3.950 0.488 -0.200
O 1.740 -0.272 0.083
H -1.387 2.190 0.635
H 0.156 -0.037 -1.274
H 0.975 -1.738 -0.858
H -0.565 -1.540 1.142
H 1.801 0.591 0.357
```

Summary:
gap between HOMO and LUMO (spin up / spin down) = 8.183 / 8.175 eV

***

Stability ranking, top and bottom: a is the most stable and b is the least stable.

***

## a
Entry from the Open Molecules 2025 dataset: 14 unconnected molecules or ions with the total composition H28O14 (ωB97M-V/def2-TZVPD).

XYZ file:
```
42
H28O14 | the Open Molecules 2025 dataset | ωB97M-V/def2-TZVPD
H -0.391 -0.046 0.111
H 0.790 -0.748 -0.513
H 0.116 0.320 3.548
H 1.340 -0.638 3.680
H 3.053 -1.637 -1.457
H 1.588 -1.818 -1.959
H -3.520 0.201 -0.735
H -3.342 1.623 -1.416
H -0.860 4.123 -1.446
H -0.634 5.621 -2.139
H -2.680 0.591 0.808
H -3.010 -0.151 2.000
H 3.382 2.669 -0.120
H 2.050 2.032 -0.464
H -1.211 -3.562 -1.228
H -2.111 -3.372 -2.350
H 5.431 1.968 -1.724
H 4.433 0.758 -1.559
H -4.197 0.151 -2.260
H -4.938 -1.037 -1.569
H 1.906 1.189 2.216
H 2.031 0.568 0.850
H -3.682 1.064 2.818
H -4.623 0.283 2.156
H 1.576 -4.014 0.865
H 1.359 -4.039 -0.548
H 3.756 0.271 1.450
H 4.395 -1.118 1.604
O 0.422 -0.528 0.348
O 0.626 -0.311 3.097
O 2.403 -2.355 -1.583
O -3.511 1.098 -0.611
O -0.944 4.654 -2.225
O -2.324 -0.081 1.427
O 2.468 2.888 -0.334
O -1.286 -3.900 -2.110
O 4.630 1.747 -1.315
O -4.112 -0.839 -2.071
O 1.426 1.063 1.372
O -4.470 1.207 2.395
O 0.801 -4.066 0.287
O 3.621 -0.734 1.247
```

Summary:
gap between HOMO and LUMO = 8.683 eV

***

## b
Entry from the Open Molecules 2025 dataset: 14 unconnected molecules or ions with the total composition H28O14 (ωB97M-V/def2-TZVPD).

XYZ file:
```
42
H28O14 | the Open Molecules 2025 dataset | ωB97M-V/def2-TZVPD
O -16.288 2.170 8.214
H -16.647 1.303 8.249
H -15.377 2.023 8.260
O -12.179 3.467 10.982
H -12.182 4.360 11.348
H -12.918 3.048 11.446
O -14.975 4.628 6.849
H -14.827 4.496 7.812
H -14.513 5.425 6.699
O -13.744 1.754 9.209
H -13.074 2.266 8.732
H -13.339 0.881 9.331
O -14.281 -0.825 7.139
H -13.501 -0.528 7.602
H -13.875 -1.396 6.507
O -14.472 -2.476 9.449
H -14.161 -2.201 8.589
H -14.426 -1.633 10.007
O -12.281 -0.504 8.893
H -12.118 -0.891 9.744
H -11.431 -0.723 8.453
O -12.204 0.585 12.494
H -11.962 0.029 13.228
H -12.883 0.146 11.980
O -12.352 3.517 7.974
H -12.476 4.435 7.707
H -11.790 3.207 7.223
O -14.304 -0.259 11.153
H -14.912 -0.505 11.859
H -14.766 0.455 10.743
O -16.231 1.786 11.049
H -16.232 1.855 10.086
H -17.030 2.226 11.305
O -14.790 4.544 10.082
H -14.108 3.859 10.080
H -14.946 4.803 11.023
O -10.258 4.837 9.049
H -9.434 4.456 8.678
H -10.942 4.141 8.995
O -13.839 2.062 5.871
H -14.214 2.783 6.395
H -13.589 2.575 5.124
```

Summary:
gap between HOMO and LUMO = 10.133 eV

***

Stability ranking, top and bottom: b is the most stable and a is the least stable.